The following is a quantum chemistry calculation of a structure of composition C40H37NOP2V, from the OMol25 dataset.

```
82
Properties=species:S:1:pos:R:3:mulliken_spin:R:1
V 0.60 -1.41 0.14 1.435
C -0.77 2.44 2.55 -0.004
N -0.36 1.22 1.80 -0.007
P -1.46 -0.19 1.52 -0.008
C -2.90 0.62 0.78 -0.027
C -3.78 1.48 1.54 0.001
C -4.85 2.03 0.87 0.000
C -5.18 1.58 -0.42 0.000
C -4.32 0.77 -1.13 0.003
C -3.11 0.39 -0.58 0.004
C -2.03 -0.62 3.15 0.000
C -1.08 -0.78 4.20 -0.004
C -1.42 -1.31 5.41 0.002
C -2.78 -1.55 5.69 -0.004
C -3.77 -1.47 4.69 0.001
C -3.39 -0.90 3.46 -0.003
P 0.78 1.19 0.57 -0.016
C 0.24 2.30 -0.76 -0.011
C 0.14 3.64 -0.31 -0.003
C -0.40 4.61 -1.16 -0.001
C -0.91 4.29 -2.40 0.000
C -0.82 2.94 -2.86 0.001
C -0.31 1.95 -2.02 0.017
C 2.28 1.91 1.28 0.001
C 3.13 2.61 0.43 -0.004
C 4.40 3.05 0.93 0.002
C 4.79 2.72 2.23 -0.004
C 3.97 1.90 3.00 0.003
C 2.74 1.48 2.57 -0.003
H -1.22 2.10 3.50 0.000
H -1.44 3.05 1.97 0.000
H 0.10 3.02 2.85 0.000
H -3.59 1.62 2.61 0.000
H -5.45 2.83 1.30 0.000
H -6.14 1.89 -0.86 0.000
H -4.50 0.44 -2.16 0.000
H -2.40 -0.20 -1.16 0.030
H -0.03 -0.50 3.98 -0.002
H -0.64 -1.43 6.16 0.000
H -3.08 -1.92 6.67 0.000
H -4.79 -1.64 4.91 0.000
H -4.08 -0.73 2.64 0.000
H 0.49 3.94 0.65 0.000
H -0.48 5.61 -0.79 0.000
H -1.41 5.06 -2.99 0.000
H -1.21 2.75 -3.86 0.000
H -0.40 0.92 -2.36 0.011
H 2.82 2.77 -0.61 -0.001
H 4.97 3.74 0.39 0.000
H 5.77 3.03 2.59 0.000
H 4.25 1.53 3.98 0.000
H 2.18 0.90 3.28 -0.002
C 2.40 -2.00 1.50 0.016
O 1.05 -2.45 1.53 -0.055
H 3.12 -2.79 1.43 -0.002
H 2.65 -1.43 2.38 -0.001
H 2.71 -1.41 0.56 0.008
C 4.20 -3.71 -5.13 -0.050
C 2.97 -4.06 -4.60 0.017
C 2.42 -3.25 -3.63 -0.033
C 3.02 -2.00 -3.29 -0.032
C 4.24 -1.66 -3.92 -0.044
C 4.88 -2.59 -4.73 0.013
C 2.26 -1.05 -2.54 0.017
C 1.16 -1.32 -1.74 -0.269
C -0.09 -2.06 -2.00 -0.036
C -0.49 -3.00 -0.92 -0.045
C -1.86 -3.32 -0.67 0.072
C -2.75 -3.12 -1.68 -0.018
C -2.31 -2.43 -2.82 0.016
C -1.05 -1.85 -2.96 0.038
H 4.58 -4.29 -5.97 -0.002
H 2.45 -4.93 -4.95 0.000
H 1.53 -3.48 -3.03 -0.010
H 4.55 -0.62 -3.84 -0.001
H 5.94 -2.39 -5.11 -0.001
H 2.61 -0.03 -2.64 0.000
H 0.22 -3.63 -0.34 -0.008
H -2.04 -3.82 0.32 0.000
H -3.74 -3.56 -1.64 0.000
H -2.96 -2.24 -3.66 0.002
H -0.83 -1.19 -3.80 0.004
```

- Highest occupied orbital energy (spin up / spin down): -13.392 / -13.480 eV
- Energy relative to the best compared isomer or geometry (same formula, charge and spin): 5.7 kcal per mole
- Gap between HOMO and LUMO (spin up / spin down): 5.577 / 6.441 eV
- 2S+1: 2
- Total charge: +2
- LUMO level (spin up / spin down): -7.81 / -7.04 eV

***

The following is a quantum chemistry calculation of a cluster of 2 separate species, C40H38BF3N2O3S in total, from the OMol25 dataset.

```
88
Properties=species:S:1:pos:R:3:mulliken_charge:R:1
C 1.46 -5.07 -1.68 -1.026
N 0.74 -3.90 -1.27 0.319
C 0.31 -2.98 -2.19 0.219
O 0.43 -3.07 -3.41 -0.702
C -0.37 -1.84 -1.42 -0.170
C -1.72 -1.43 -1.99 0.453
C -1.73 -1.02 -3.45 0.210
C -2.67 -1.56 -4.33 -0.153
C -2.62 -1.24 -5.69 -0.737
C -1.67 -0.33 -6.16 -0.462
C -0.78 0.28 -5.26 -0.752
C -0.83 -0.04 -3.90 -0.304
N -0.46 -2.40 -0.08 0.688
C -0.96 -1.70 0.97 -0.874
C -1.42 -2.23 2.15 -0.443
C -1.14 -1.62 3.47 0.243
B -1.26 -0.14 3.96 1.020
O -2.33 0.06 4.89 -0.407
C -2.20 1.35 5.32 0.407
C -2.31 1.76 6.64 -0.880
C -1.53 2.85 7.05 -0.539
C -0.82 3.61 6.13 -0.380
C -0.80 3.26 4.76 -1.058
C -1.33 2.03 4.44 0.923
O -0.71 1.10 3.61 -0.542
C -0.96 -2.58 4.65 0.818
C -0.59 -2.09 5.92 -0.703
C -0.19 -2.94 6.95 -0.882
C -0.03 -4.30 6.70 -0.450
C -0.38 -4.82 5.44 -1.005
C -0.86 -3.96 4.44 -0.027
C 0.14 -3.74 0.06 0.472
C -0.95 -4.79 0.30 -0.940
C 1.20 -3.81 1.15 -1.863
H 1.72 -4.96 -2.74 0.393
H 2.38 -5.17 -1.09 0.298
H 0.86 -5.97 -1.54 0.333
H 0.31 -0.97 -1.42 0.401
H -2.41 -2.28 -1.85 -0.393
H -2.09 -0.59 -1.39 0.419
H -3.43 -2.24 -3.94 0.313
H -3.32 -1.71 -6.38 0.389
H -1.62 -0.09 -7.22 0.361
H -0.04 1.00 -5.61 0.349
H -0.16 0.43 -3.18 0.358
H -0.98 -0.61 0.86 0.475
H -1.99 -3.16 2.10 0.419
H -0.06 -1.27 3.31 0.047
H -2.95 1.21 7.34 0.490
H -1.52 3.12 8.11 0.383
H -0.28 4.50 6.47 0.380
H -0.37 3.89 3.99 0.394
H -0.55 -1.01 6.10 0.138
H 0.03 -2.52 7.93 0.420
H 0.39 -4.96 7.48 0.345
H -0.24 -5.88 5.23 0.411
H -1.08 -4.37 3.45 0.462
H -1.79 -4.64 -0.39 0.070
H -0.53 -5.79 0.15 0.479
H -1.32 -4.73 1.33 0.134
H 1.96 -3.04 0.99 0.341
H 0.74 -3.65 2.13 0.290
H 1.67 -4.80 1.13 0.541
C -7.85 1.53 5.36 -1.208
C -6.71 1.18 4.47 0.750
C -6.11 2.01 3.55 -1.111
C -5.18 1.34 2.72 -0.108
C -5.12 -0.05 2.94 0.013
C -4.53 -0.97 2.02 1.776
C -4.65 -2.36 2.28 -0.865
C -4.68 -3.26 1.23 -1.215
C -4.61 -2.75 -0.07 0.528
C -4.87 -3.62 -1.26 0.726
F -5.29 -2.91 -2.35 -0.270
F -3.71 -4.27 -1.67 -0.249
F -5.79 -4.59 -1.04 -0.309
C -4.33 -1.42 -0.32 -1.027
C -4.12 -0.55 0.74 -0.676
S -6.09 -0.45 4.34 -0.226
H -8.28 2.48 5.01 0.364
H -8.62 0.75 5.32 0.318
H -7.52 1.63 6.40 0.263
H -6.38 3.06 3.41 0.345
H -4.60 1.82 1.95 0.484
H -4.75 -2.69 3.31 0.341
H -4.79 -4.33 1.39 0.504
H -4.29 -1.08 -1.35 0.522
H -3.75 0.45 0.54 0.419
```

- Highest occupied orbital energy: -7.101 eV
- Energy relative to the best compared isomer or geometry (same formula, charge and spin): 23.1 kcal per mole
- Gap between HOMO and LUMO: 6.967 eV
- 2S+1: 1
- SMILES string: CN1C(=O)[C@@H](Cc2ccccc2)N(/C=C/[C@@H](B2Oc3ccccc3O2)c2ccccc2)C1(C)C.Cc1ccc(-c2ccc(C(F)(F)F)cc2)s1
- LUMO level: -0.13 eV

***

The following is a quantum chemistry calculation of a structure of composition C40H38BeCl4Cs3F2N2O8PS, from the OMol25 dataset.

```
100
Properties=species:S:1:pos:R:3:mulliken_charge:R:1
C -0.82 2.46 3.16 -1.787
C -1.53 1.04 3.33 0.644
O -2.30 0.66 2.20 -0.475
C -1.45 0.14 1.18 -0.461
C -1.03 -1.39 1.39 1.726
O -1.97 -2.06 2.23 -0.447
C -1.41 -3.28 2.76 -1.423
C -0.34 -3.95 1.83 1.148
C -0.78 -4.83 0.74 0.222
N -2.19 -5.06 0.53 -0.649
C 0.22 -5.44 -0.16 -0.373
C 1.65 -5.17 0.03 -0.651
C 2.04 -4.27 1.11 0.519
C 1.08 -3.65 2.05 -0.486
N 1.51 -2.79 3.12 -0.382
C 2.42 -1.75 2.69 -0.830
C 2.15 -0.37 3.10 0.391
C 3.02 0.72 2.66 -0.956
C 4.19 0.39 1.82 -0.092
C 4.49 -0.98 1.41 0.557
C 5.72 -1.31 0.50 -1.038
C 5.29 -0.85 -0.98 -0.648
C 3.60 -2.04 1.86 0.476
S 3.79 -3.81 1.41 -0.539
H 0.33 2.34 3.10 -0.051
H -1.12 3.01 2.20 1.003
H -1.03 3.12 4.10 0.399
H -0.70 0.28 3.48 -0.307
H -2.21 0.99 4.22 0.458
H -1.95 0.23 0.17 0.058
H -0.48 0.71 1.08 0.287
H -1.01 -1.83 0.37 -0.352
H 0.01 -1.33 1.83 -0.564
H -2.26 -4.01 2.86 0.449
H -0.98 -3.16 3.80 0.295
H -2.73 -4.19 0.66 0.282
H -2.55 -5.74 1.20 0.283
H -0.17 -6.08 -0.98 0.371
H 2.42 -5.63 -0.64 0.388
H 0.73 -2.40 3.64 0.539
H 1.26 -0.20 3.76 0.329
H 2.84 1.79 2.92 -0.030
H 4.81 1.26 1.49 0.318
H 6.60 -0.71 0.83 0.357
H 5.88 -2.41 0.52 0.378
H 6.21 -0.66 -1.59 0.279
H 4.65 0.07 -0.94 0.204
H 4.69 -1.64 -1.51 0.246
F 5.21 -1.20 3.83 -0.869
Be 5.90 1.17 -2.41 -0.088
C 0.48 -1.32 -2.39 0.130
Cl 2.04 -0.66 -1.87 -0.068
Cl 0.56 -1.77 -4.11 -0.188
Cl 0.10 -2.76 -1.42 -0.086
Cl -0.78 -0.10 -2.18 0.010
C 1.89 9.20 2.37 -0.628
C 1.31 10.46 2.26 -0.521
C -0.04 10.59 1.98 -0.618
C -0.82 9.45 1.78 0.312
C -0.23 8.18 1.86 0.264
C 1.12 8.06 2.16 -0.528
C -1.03 6.96 1.60 0.568
O -0.54 5.86 1.67 -0.635
C -2.47 7.11 1.24 0.486
C -3.22 5.98 0.94 -0.824
C -4.57 6.11 0.62 -0.583
C -5.17 7.36 0.61 -1.153
C -4.42 8.50 0.90 -0.034
C -3.06 8.37 1.21 -0.161
C -2.26 9.59 1.49 0.356
O -2.79 10.69 1.47 -0.710
H 2.94 9.10 2.60 0.436
H 1.92 11.35 2.41 0.417
H -0.49 11.57 1.90 0.492
H 1.58 7.08 2.24 0.567
H -2.77 5.00 0.95 0.700
H -5.16 5.23 0.38 0.498
H -6.23 7.46 0.36 0.636
H -4.89 9.48 0.89 0.616
F -1.74 1.35 -3.99 -0.940
Cs -4.67 8.89 -1.35 1.046
C -0.98 -5.45 -6.04 -0.527
C -1.13 -5.12 -4.69 -1.756
C -1.65 -6.05 -3.81 -1.223
C -2.02 -7.31 -4.27 -0.675
C -1.87 -7.64 -5.61 -0.472
C -1.36 -6.70 -6.50 1.185
H -0.58 -4.71 -6.73 1.208
H -0.83 -4.14 -4.33 0.357
H -1.77 -5.80 -2.76 0.524
H -2.42 -8.05 -3.58 0.411
H -2.16 -8.62 -5.97 0.462
H -1.25 -6.95 -7.55 0.461
O -0.89 -10.69 -5.32 -0.485
P 0.05 -10.56 -6.52 0.976
O 0.57 -11.93 -6.94 -0.492
O 1.24 -9.68 -6.14 -0.452
O -0.70 -9.92 -7.69 -0.506
Cs -0.97 -3.24 -6.52 1.081
Cs 0.41 4.02 4.42 0.958
```

- Highest occupied orbital energy: -5.600 eV
- Gap between HOMO and LUMO: 1.472 eV
- 2S+1: 1
- LUMO level: -4.13 eV

***

The following is a quantum chemistry calculation of a structure of composition C40H38CuFN6O5, from the OMol25 dataset.

```
91
Properties=species:S:1:pos:R:3:mulliken_spin:R:1
Cu 2.75 -0.36 -0.08 0.679
C 6.47 -1.15 -1.01 -0.001
O 5.26 -1.45 -0.32 -0.003
C 5.32 -2.34 0.70 0.001
C 6.50 -2.89 1.17 -0.006
C 6.48 -3.84 2.18 0.010
C 5.27 -4.25 2.72 -0.004
C 4.09 -3.71 2.25 0.023
C 4.09 -2.75 1.25 -0.003
N 2.92 -2.23 0.65 0.145
N 1.85 -2.91 0.83 0.031
C 0.84 -2.82 -0.06 -0.054
C 1.00 -2.13 -1.31 0.012
O 2.00 -1.40 -1.57 0.062
C 0.00 -2.37 -2.33 0.025
C -1.07 -3.15 -2.10 -0.016
C -1.31 -3.76 -0.82 -0.003
C -2.47 -4.50 -0.56 0.001
C -2.70 -5.05 0.67 -0.001
C -1.76 -4.87 1.70 0.000
C -0.61 -4.15 1.47 0.003
C -0.36 -3.58 0.21 -0.010
H 6.91 -2.05 -1.43 0.000
H 7.19 -0.65 -0.35 0.000
H 6.19 -0.47 -1.81 0.000
H 7.45 -2.59 0.74 0.000
H 7.41 -4.27 2.52 0.001
H 5.25 -5.00 3.50 0.000
H 3.13 -4.03 2.65 0.000
H 0.17 -1.89 -3.29 0.000
H -1.80 -3.32 -2.88 0.000
H -3.19 -4.64 -1.36 0.000
H -3.60 -5.62 0.86 0.000
H -1.93 -5.31 2.67 0.000
H 0.12 -4.01 2.26 -0.002
F -4.31 -1.30 -0.45 0.000
C -3.67 -0.12 -0.52 0.001
C -2.35 -0.08 -0.18 -0.005
C -1.61 1.10 -0.30 0.005
C -0.17 1.07 -0.03 0.002
O 0.37 0.06 0.42 -0.005
C 0.52 2.32 -0.31 0.001
C -0.19 3.42 -0.63 -0.002
N -1.54 3.44 -0.84 0.000
C -2.20 4.68 -1.17 0.000
C -2.71 4.90 -2.56 0.000
C -1.53 5.67 -2.06 0.000
C -2.26 2.26 -0.73 0.000
C -3.63 2.21 -1.01 0.000
C -4.35 1.03 -0.96 0.000
N -5.73 1.04 -1.29 0.000
C -6.20 1.84 -2.40 0.000
C -7.44 2.62 -1.93 0.000
N -8.07 1.82 -0.82 0.000
C -8.05 0.36 -1.17 0.000
C -6.59 -0.12 -1.08 0.000
C 2.03 2.38 -0.31 0.004
O 2.59 3.33 0.20 0.015
O 2.57 1.39 -0.94 0.037
H -1.85 -0.97 0.19 0.001
H 0.32 4.37 -0.74 0.000
H -2.79 5.07 -0.35 0.000
H -3.65 5.42 -2.70 0.000
H -2.52 4.12 -3.28 0.000
H -1.65 6.72 -1.82 0.000
H -0.56 5.41 -2.47 0.000
H -4.14 3.13 -1.28 0.000
H -6.46 1.20 -3.25 0.000
H -5.44 2.53 -2.75 0.000
H -8.17 2.76 -2.72 0.000
H -7.17 3.59 -1.52 0.000
H -9.00 2.16 -0.61 0.000
H -7.48 1.93 0.00 0.000
H -8.47 0.26 -2.17 0.000
H -8.69 -0.18 -0.48 0.000
H -6.43 -0.91 -1.82 0.000
H -6.40 -0.54 -0.10 0.000
C 6.90 1.98 4.08 0.000
C 5.86 1.48 3.13 -0.003
C 5.81 1.91 1.81 0.003
C 4.85 1.40 0.95 -0.002
N 3.96 0.49 1.34 0.057
C 3.98 0.08 2.61 -0.001
C 4.91 0.54 3.52 0.002
H 7.30 2.94 3.75 0.000
H 7.74 1.28 4.14 0.000
H 6.49 2.09 5.08 0.000
H 6.50 2.65 1.44 0.001
H 4.78 1.74 -0.07 0.001
H 3.23 -0.64 2.90 0.000
H 4.88 0.18 4.54 0.000
```

- Highest occupied orbital energy (spin up / spin down): -8.593 / -8.519 eV
- Energy relative to the best compared isomer or geometry (same formula, charge and spin): 0.9 kcal per mole
- Gap between HOMO and LUMO (spin up / spin down): 5.445 / 5.371 eV
- 2S+1: 2
- Total charge: +1
- LUMO level (spin up / spin down): -3.15 / -3.15 eV

***

The following is a quantum chemistry calculation of a structure of composition C40H38F6IrN6O4S3, from the OMol25 dataset.

```
98
Properties=species:S:1:pos:R:3:mulliken_spin:R:1
Ir -0.80 0.06 0.16 2.145
S -2.20 1.47 1.30 0.262
C -1.21 2.51 2.27 0.282
N -1.74 3.60 2.84 0.257
C -0.88 4.43 3.68 -0.020
C 0.06 3.52 4.44 0.013
N 0.83 2.73 3.49 0.152
C 2.21 2.35 3.78 -0.019
C 2.31 1.01 4.48 0.006
C 1.58 0.73 5.64 0.005
C 1.67 -0.52 6.24 0.001
C 2.49 -1.50 5.69 0.001
C 3.22 -1.23 4.54 -0.002
C 3.12 0.02 3.94 0.014
C 0.14 2.17 2.47 0.158
S 0.94 1.06 1.42 0.130
C -3.18 3.93 2.83 -0.027
C -3.82 3.62 4.16 0.022
C -3.87 2.30 4.63 -0.002
C -4.43 2.02 5.86 0.002
C -4.96 3.05 6.64 0.003
C -4.92 4.35 6.17 -0.001
C -4.35 4.64 4.94 0.004
H -1.50 5.00 4.36 0.001
H -0.32 5.13 3.05 0.011
H -0.54 2.87 5.09 0.003
H 0.74 4.10 5.06 -0.004
H 2.65 3.15 4.38 -0.009
H 2.76 2.30 2.84 0.008
H 0.95 1.49 6.09 -0.003
H 1.11 -0.72 7.14 0.000
H 2.56 -2.47 6.16 0.000
H 3.85 -1.99 4.11 0.000
H 3.67 0.24 3.03 -0.001
H -3.66 3.40 2.01 0.018
H -3.26 5.00 2.62 0.005
H -3.48 1.50 4.02 0.006
H -4.47 1.00 6.22 0.000
H -5.41 2.83 7.60 0.000
H -5.34 5.16 6.77 0.000
H -4.33 5.66 4.58 0.000
N -2.25 -7.06 -1.56 0.004
C -1.72 -5.80 -1.70 0.006
C -0.59 -5.59 -2.50 -0.001
C -0.04 -4.33 -2.62 0.005
C -0.62 -3.25 -1.95 0.012
C -1.75 -3.44 -1.16 0.001
C -2.29 -4.71 -1.03 -0.004
S 0.12 -1.69 -2.14 -0.038
O 1.23 -1.83 -3.04 0.025
O -0.87 -0.66 -2.38 0.065
N 0.65 -1.16 -0.64 0.219
C 1.79 -1.83 -0.11 -0.047
N 2.65 -1.11 0.59 0.026
C 3.75 -1.74 0.98 -0.010
C 3.99 -3.07 0.70 0.023
C 3.00 -3.73 -0.01 -0.008
N 1.90 -3.12 -0.41 0.024
H -1.96 -7.78 -2.19 0.000
H -3.15 -7.16 -1.14 0.000
H -0.14 -6.42 -3.02 0.000
H 0.84 -4.17 -3.22 0.000
H -2.20 -2.61 -0.63 0.023
H -3.17 -4.86 -0.41 0.000
H 4.47 -1.16 1.54 -0.001
H 4.91 -3.57 1.00 0.000
H 3.09 -4.79 -0.26 0.000
C -1.82 -1.39 3.69 -0.071
C -1.20 -2.26 2.65 -0.007
O -0.70 -1.80 1.63 0.091
C -1.15 -3.73 2.84 0.003
C -0.56 -4.51 1.84 0.000
C -0.52 -5.89 1.97 0.002
C -1.06 -6.49 3.10 -0.001
C -1.64 -5.72 4.10 0.001
C -1.69 -4.34 3.97 0.000
H -1.78 -0.35 3.38 0.075
H -1.28 -1.50 4.63 -0.001
H -2.86 -1.67 3.86 -0.005
H -0.16 -4.03 0.95 0.001
H -0.08 -6.49 1.19 0.000
H -1.03 -7.57 3.20 0.000
H -2.06 -6.19 4.98 0.000
H -2.15 -3.74 4.75 0.000
C -3.74 -1.12 -2.38 0.033
C -3.68 -0.16 -1.19 -0.055
O -2.68 -0.51 -0.27 0.160
C -3.54 1.30 -1.75 0.011
F -4.17 1.44 -2.91 0.001
F -4.04 2.22 -0.91 0.003
F -2.25 1.60 -1.94 0.014
C -5.01 -0.28 -0.41 -0.001
F -4.99 0.36 0.77 -0.001
F -6.04 0.19 -1.11 0.000
F -5.25 -1.57 -0.13 0.000
H -2.88 -0.98 -3.03 0.000
H -4.66 -0.95 -2.94 0.004
H -3.74 -2.14 -2.01 -0.006
```

- Highest occupied orbital energy (spin up / spin down): -9.672 / -10.376 eV
- Energy relative to the best compared isomer or geometry (same formula, charge and spin): 0.0 kcal per mole
- Gap between HOMO and LUMO (spin up / spin down): 6.883 / 5.085 eV
- 2S+1: 5
- Total charge: +1
- LUMO level (spin up / spin down): -2.79 / -5.29 eV

***

For each record above, in turn, the calculated molecular weight values are 660.6 694.6 1325.3 765.3 1069.2 g/mol.
For each record above, in turn, the calculated maximum force values are 3.6 4.3 18.7 0.9 0.7 eV Å⁻¹.